a.
2 unconnected molecules or ions with the total composition C9H14, computed with ωB97M-V with the def2-TZVPD basis set.

XYZ file:
```
23
Properties=species:S:1:pos:R:3
C -1.3406 1.4822 -0.6986
C -0.9778 0.1914 -0.5616
C 0.2454 -0.2531 0.4644
C 0.4219 -1.7450 0.4598
C 1.4494 0.5346 0.0246
C 2.1135 0.2638 -1.0940
C 1.7397 1.7552 0.8458
H -1.5958 2.0922 0.1563
H -1.5286 1.9197 -1.6686
H -0.7972 -0.3579 -1.4801
H -0.0863 0.0924 1.4447
H -0.5730 -2.2414 0.5354
H 0.9950 -2.0743 1.3196
H 0.8661 -2.1231 -0.4597
H 1.9009 -0.6055 -1.6959
H 2.9947 0.8228 -1.3720
H 0.8747 2.4221 0.8483
H 1.9454 1.4775 1.8817
H 2.5954 2.3055 0.4572
C -2.6669 -0.8186 0.0778
C -2.5863 -2.0455 -0.0280
H -3.2557 -0.0061 0.4386
H -2.7340 -3.0889 0.1044
```

Summary:
molecular weight: 122.21 g/mol
frontier orbital gap: 0.29869 Ha
SMILES: C=C[C@@H](C)C(=C)C.C#C
highest occupied orbital energy: -7.867 eV

Atom charges from the Mulliken analysis, given in e for atoms 1 to 8: number 1, C, carries -0.901; number 2, C, carries -0.188; number 3, C, carries 0.363; number 4, C, carries -1.178; number 5, C, carries 0.868; number 6, C, carries -1.269; number 7, C, carries -1.333; number 8, H, carries 0.321

***

b.
2 unconnected molecules or ions with the total composition C9H14, computed with ωB97M-V with the def2-TZVPD basis set.

XYZ file:
```
23
Properties=species:S:1:pos:R:3
C 0.1773 -1.0086 -2.4600
C 0.1304 -1.2489 -0.9771
C -0.9860 -1.8773 -0.4241
C -1.1209 -2.0990 0.9439
C -0.1279 -1.6203 1.7891
C 1.0080 -1.0427 1.2639
C 1.1169 -0.8203 -0.1068
H 1.2156 -0.9387 -2.7903
H -0.2833 -0.0531 -2.7302
H -0.3473 -1.7925 -2.9902
H -1.8164 -2.1373 -1.0695
H -2.0179 -2.6350 1.2289
H -0.2285 -1.7403 2.8680
H 1.8103 -0.6831 1.8983
H 1.9828 -0.3290 -0.5438
C 0.1984 2.9351 -0.0734
C -0.2780 2.0717 1.1076
H 1.1319 2.5513 -0.4938
H -0.5484 2.8369 -0.8678
H 0.2754 3.9926 0.1741
H 0.4892 1.6796 1.7615
H -0.8899 1.2668 0.7192
H -0.8917 2.6920 1.7725
```

Summary:
molecular weight: 122.21 g/mol
frontier orbital gap: 0.37173 Ha
SMILES: Cc1ccccc1.CC
highest occupied orbital energy: -9.086 eV

Atom charges from the Mulliken analysis, given in e for atoms 1 to 8: number 1, C, carries -1.414; number 2, C, carries 0.662; number 3, C, carries -0.269; number 4, C, carries -0.591; number 5, C, carries -0.266; number 6, C, carries -0.792; number 7, C, carries -0.177; number 8, H, carries 0.374

***

c.
2 unconnected molecules or ions with the total composition C9H14, computed with ωB97M-V with the def2-TZVPD basis set.

XYZ file:
```
23
Properties=species:S:1:pos:R:3
C 1.1204 -1.1729 2.6655
C 0.1290 -0.4844 1.6649
C -0.7900 -1.4065 1.1345
C -2.0503 -0.8688 0.7188
C -2.1282 0.5247 0.5458
C -1.0925 1.3107 0.8885
C 0.1194 0.8486 1.3820
H 1.4249 -0.1981 3.3181
H 2.0770 -1.4774 2.4152
H 0.6338 -2.0320 3.2089
H -0.4748 -2.4335 1.3925
H -2.7780 -1.4024 0.1274
H -2.9308 1.0839 0.2120
H -1.1841 2.3270 0.8713
H 1.0543 1.2738 1.2373
C 1.6127 1.1402 -3.1717
C 1.7834 0.0867 -4.2662
H 2.0551 0.7700 -2.2595
H 2.2057 2.0330 -3.5436
H 0.3790 1.1875 -2.9283
H 1.6311 -0.9611 -3.9301
H 2.7459 -0.0143 -4.6072
H 0.9368 -0.0260 -4.8869
```

Summary:
molecular weight: 122.21 g/mol
frontier orbital gap: 0.36188 Ha
SMILES: Cc1ccccc1.CC
highest occupied orbital energy: -8.941 eV

Atom charges from the Mulliken analysis, given in e for atoms 1 to 8: number 1, C, carries -1.210; number 2, C, carries 0.735; number 3, C, carries -0.542; number 4, C, carries -0.647; number 5, C, carries -0.334; number 6, C, carries -0.505; number 7, C, carries -0.460; number 8, H, carries 0.269

***

d.
2 unconnected molecules or ions with the total composition C9H14, computed with ωB97M-V with the def2-TZVPD basis set.

XYZ file:
```
23
Properties=species:S:1:pos:R:3
C -0.7884 1.6002 -0.7089
C 0.3353 1.0913 0.1508
C 1.5358 0.6877 -0.4180
C 2.6574 0.5421 0.4008
C 2.5350 0.8026 1.7585
C 1.2740 0.8989 2.3385
C 0.1530 1.0055 1.5316
H -0.5063 1.7931 -1.7455
H -1.1977 2.5094 -0.2855
H -1.5939 0.9095 -0.9480
H 1.6253 0.5775 -1.4907
H 3.5820 0.2201 -0.0548
H 3.4291 0.6862 2.3593
H 1.2043 0.9400 3.4167
H -0.8514 1.0454 1.9321
C -2.3181 -1.6357 -1.3034
C -1.0040 -2.1205 -0.7429
H -2.4023 -1.7556 -2.3833
H -3.1313 -2.2663 -1.0041
H -2.6451 -0.6452 -1.0070
H -0.8104 -1.9107 0.3096
H -0.1231 -1.7668 -1.2792
H -0.9591 -3.2085 -0.8266
```

Summary:
molecular weight: 122.21 g/mol
frontier orbital gap: 0.36478 Ha
SMILES: Cc1ccccc1.CC
highest occupied orbital energy: -8.893 eV

Atom charges from the Mulliken analysis, given in e for atoms 1 to 8: number 1, C, carries -1.154; number 2, C, carries 0.691; number 3, C, carries -0.269; number 4, C, carries -0.509; number 5, C, carries -0.494; number 6, C, carries -0.481; number 7, C, carries -0.320; number 8, H, carries 0.364

***

Most stable structure, least stable structure: b, a.

***

a.
A molecular structure, H24NeO12, computed with ωB97M-V with the def2-TZVPD basis set.

XYZ file:
```
37
Properties=species:S:1:pos:R:3
Ne -0.0469 0.0039 -0.0676
O 0.7843 -2.8404 -0.6984
H 1.3811 -2.0922 -0.7145
H 0.3325 -2.8051 -1.5415
O -0.8926 -2.1298 -3.0751
H -1.0850 -1.1923 -3.0943
H -0.6719 -2.3481 -3.9806
O 1.6695 1.7218 2.4993
H 1.8361 0.8266 2.2044
H 2.3964 1.9191 3.0900
O -2.7668 0.7552 1.2350
H -3.5970 0.3850 0.9350
H -2.4249 1.2253 0.4745
O -1.5589 2.4613 -0.5809
H -2.3038 3.0571 -0.6605
H -1.4827 2.0556 -1.4446
O 1.7298 -1.0592 2.4008
H 2.6582 -0.9817 2.1808
H 1.7151 -1.1401 3.3545
O 2.5530 2.1683 -1.1236
H 2.0943 1.4190 -0.7437
H 2.0147 2.9239 -0.8879
O 2.7641 -0.8295 -0.8990
H 3.6187 -1.2595 -0.8678
H 2.5667 -0.7554 -1.8327
O -1.7691 -3.2933 0.6459
H -1.7458 -2.5840 1.2882
H -0.9324 -3.2280 0.1857
O 0.5879 3.5549 0.5092
H 0.9586 2.8611 1.0547
H -0.2068 3.1705 0.1392
O -1.8556 0.2141 -2.2386
H -2.7473 -0.1210 -2.1447
H -1.9586 1.0424 -2.7072
O -1.3616 -1.2842 2.6257
H -1.8200 -0.6886 2.0329
H -0.4334 -1.1329 2.4475
```

Summary:
molecular weight: 236.36 g/mol
frontier orbital gap: 0.33282 Ha
highest occupied orbital energy: -9.666 eV

Atom charges from the Mulliken analysis, given in e for atoms 1 to 8: number 1, Ne, carries 0.032; number 2, O, carries -0.662; number 3, H, carries 0.310; number 4, H, carries 0.370; number 5, O, carries -0.630; number 6, H, carries 0.365; number 7, H, carries 0.319; number 8, O, carries -0.636

***

b.
A molecular structure, H24NeO12, computed with ωB97M-V with the def2-TZVPD basis set.

XYZ file:
```
37
Properties=species:S:1:pos:R:3
Ne 0.1155 -0.1377 -0.0141
O 0.8362 -1.3545 -3.0993
H 0.4382 -1.8482 -2.3823
H 0.1539 -1.3122 -3.7693
O -1.3723 -0.4048 2.5374
H -0.4884 -0.1801 2.8278
H -1.6082 0.2922 1.9252
O 1.3205 0.5459 3.4566
H 0.9347 1.2328 2.9130
H 1.7064 1.0141 4.1970
O -1.8197 2.4128 -1.9638
H -1.0964 2.8231 -2.4378
H -2.2364 1.8418 -2.6092
O -2.3665 1.4343 0.4975
H -2.7364 2.2248 0.8908
H -2.2738 1.6489 -0.4307
O -2.6564 -2.3840 0.6629
H -2.0396 -1.7327 0.9971
H -3.1630 -1.9161 -0.0010
O 0.2109 2.2856 1.4163
H -0.5292 1.8924 0.9537
H 0.0329 3.2259 1.3984
O 2.3732 0.4672 -1.7523
H 2.1279 1.3539 -1.4882
H 1.5911 0.1195 -2.1809
O 0.9608 -2.8627 1.2220
H 1.3389 -3.7414 1.2551
H 0.4571 -2.8486 0.4082
O 1.8153 3.1017 -0.6441
H 1.3613 3.7298 -1.2059
H 1.1842 2.8970 0.0459
O -0.6384 -3.0038 -1.2312
H -0.6810 -3.7471 -1.8328
H -1.4174 -3.0942 -0.6824
O 3.0869 -1.4457 0.1067
H 2.7971 -0.7556 -0.4899
H 2.2801 -1.7744 0.5034
```

Summary:
molecular weight: 236.36 g/mol
frontier orbital gap: 0.31402 Ha
highest occupied orbital energy: -9.177 eV

Atom charges from the Mulliken analysis, given in e for atoms 1 to 8: number 1, Ne, carries 0.074; number 2, O, carries -0.664; number 3, H, carries 0.379; number 4, H, carries 0.292; number 5, O, carries -0.675; number 6, H, carries 0.377; number 7, H, carries 0.271; number 8, O, carries -0.621

***

Most stable structure, least stable structure: b, a.

***

a.
A single C2H2O2P2 molecule, computed with ωB97M-V with the def2-TZVPD basis set.

XYZ file:
```
8
Properties=species:S:1:pos:R:3
C -1.5671 0.1143 0.1368
C -0.4958 0.8854 -0.0460
P 0.8736 1.7784 -0.2292
O 1.9154 0.5401 0.2018
P 1.9547 -1.1333 0.2514
O 0.9941 -1.6552 -0.6951
H -2.1257 0.1436 1.0536
H -1.5490 -0.6731 -0.6732
```

Summary:
molecular weight: 119.98 g/mol
frontier orbital gap: 0.31690 Ha
SMILES: C=C=POP=O
highest occupied orbital energy: -9.048 eV

The molecule's Mulliken atomic charges, reported in e, are given here: number 1, C, carries -0.293; number 2, C, carries 0.062; number 3, P, carries -0.118; number 4, O, carries -0.256; number 5, P, carries 0.434; number 6, O, carries -0.380; number 7, H, carries 0.298; number 8, H, carries 0.254

***

b.
A single C2H2O2P2 molecule, computed with ωB97M-V with the def2-TZVPD basis set.

XYZ file:
```
8
Properties=species:S:1:pos:R:3
C 3.0674 0.4137 -0.0889
C 2.2265 -0.6609 0.2049
O 3.5054 1.4417 0.1511
O 2.4583 -1.8244 0.4029
P 0.4419 -0.0350 -0.5609
P -1.4014 0.1655 0.3874
H 0.2324 -1.2537 -1.1608
H -1.0859 1.4219 0.6348
```

Summary:
molecular weight: 119.98 g/mol
frontier orbital gap (spin up / spin down): 0.24242 / 0.25468 Ha
highest occupied orbital energy (spin up / spin down): -8.637 / -8.371 eV

The molecule's Mulliken atomic charges, reported in e, are given here: number 1, C, carries 0.302; number 2, C, carries 0.360; number 3, O, carries -0.249; number 4, O, carries -0.420; number 5, P, carries -0.066; number 6, P, carries -0.004; number 7, H, carries 0.064; number 8, H, carries 0.012

***

Most stable structure, least stable structure: a, b.

***

a.
A molecular structure, CH5O3P, computed with ωB97M-V with the def2-TZVPD basis set.

XYZ file:
```
10
Properties=species:S:1:pos:R:3
C -1.9797 -0.0916 0.1984
O 0.8861 1.4636 0.0319
O 0.7378 -0.6179 -1.3481
O 1.6540 -0.7100 0.9099
P 0.4119 -0.0851 0.1352
H -2.1545 -1.1775 0.2534
H -2.1387 0.2890 1.2182
H 0.1320 2.0517 0.0433
H -0.0380 -0.5858 -1.9069
H 2.4892 -0.5364 0.4646
```

Summary:
molecular weight: 96.02 g/mol
frontier orbital gap: 0.32266 Ha
highest occupied orbital energy: -8.593 eV

Atom charges from the Mulliken analysis, given in e for atoms 1 to 8: number 1, C, carries -0.750; number 2, O, carries -0.487; number 3, O, carries -0.496; number 4, O, carries -0.478; number 5, P, carries 0.678; number 6, H, carries 0.260; number 7, H, carries 0.259; number 8, H, carries 0.342

***

b.
A single CH5O3P molecule, computed with ωB97M-V with the def2-TZVPD basis set.

XYZ file:
```
10
Properties=species:S:1:pos:R:3
C -1.5586 0.4160 -0.5501
P 0.3154 -0.1823 0.2922
O 1.3098 0.0010 -0.9488
O 0.2811 -1.7673 0.6788
O 1.2739 0.4621 1.3740
H -2.0587 0.6920 0.3921
H -1.1881 1.3870 -0.9686
H 0.8735 -0.3570 -1.7009
H -0.4988 -2.0432 0.2719
H 1.2506 1.3917 1.1594
```

Summary:
molecular weight: 96.02 g/mol
frontier orbital gap: 0.32457 Ha
SMILES: C=P(O)(O)O
highest occupied orbital energy: -8.460 eV

Atom charges from the Mulliken analysis, given in e for atoms 1 to 8: number 1, C, carries -0.826; number 2, P, carries 0.792; number 3, O, carries -0.463; number 4, O, carries -0.497; number 5, O, carries -0.486; number 6, H, carries 0.251; number 7, H, carries 0.206; number 8, H, carries 0.336

***

Most stable structure, least stable structure: b, a.